Entry 1:
{"formula": "C10H21Mg2O5", "method": "ωB97M-V with the def2-TZVPD basis set", "homo_ev": -10.35, "relative_energy_ev": 0.0000, "gap_ev": 4.30, "total_energy_ha": -1169.9047, "lumo_energy_ev": -6.06, "total_charge": 1, "symbols": ["Mg", "Mg", "C", "C", "O", "H", "H", "H", "H", "H", "C", "C", "O", "H", "H", "H", "H", "H", "C", "C", "O", "H", "H", "H", "H", "H", "O", "C", "O", "C", "C", "C", "H", "H", "H", "H", "H", "H"], "positions_angstrom": [[-0.93469, 0.27810, 0.95516], [-3.40104, 1.90396, 1.11146], [0.48300, -3.04378, 0.70809], [0.98058, -2.06273, 1.76510], [0.14012, -0.96901, 1.90714], [0.77344, -2.74964, -0.30313], [-0.59919, -3.18219, 0.79632], [0.82703, -4.07114, 0.87680], [2.01211, -1.74277, 1.57705], [1.03070, -2.63127, 2.70510], [-2.16156, -1.28828, -1.57371], [-3.16571, -0.96954, -0.50505], [-2.83907, 0.06948, 0.43133], [-2.60993, -1.95686, -2.31629], [-1.28451, -1.82029, -1.20455], [-1.93809, -0.41767, -2.19629], [-3.47881, -1.87452, 0.02214], [-4.07041, -0.60916, -1.01548], [-0.58182, 2.78125, 3.90864], [-0.34978, 2.74131, 2.40846], [-1.39933, 2.10710, 1.68316], [-0.88470, 1.76508, 4.19511], [-1.36416, 3.45125, 4.25644], [0.37214, 2.93344, 4.41125], [0.59608, 2.24145, 2.18317], [-0.29059, 3.77157, 2.03453], [0.04885, 0.60671, -0.63861], [0.97902, 0.51778, -1.41421], [2.02930, -0.19304, -1.06479], [3.09800, -0.15318, -2.03136], [2.46212, 0.45673, -3.27586], [1.16918, 1.09943, -2.83803], [3.51611, -1.15427, -2.13692], [3.90558, 0.40318, -1.54636], [2.32186, -0.29171, -4.05222], [3.17958, 1.17312, -3.68391], [0.31984, 0.69989, -3.39144], [1.10878, 2.18019, -2.74822]], "forces_ev_per_a": [[0.836, -1.115, 1.394], [3.064, -1.722, 0.104], [0.069, -0.601, 0.039], [-0.449, -0.229, 0.444], [-0.707, 0.879, -0.422], [-0.212, 0.029, -0.069], [-0.071, 0.485, -0.133], [0.489, 0.200, -0.064], [0.086, -0.056, -0.286], [-0.035, 0.125, 0.133], [0.166, -0.171, -0.674], [-1.889, 0.484, -0.236], [-0.075, 1.440, 0.363], [-0.263, -0.205, 0.383], [0.194, 0.363, 0.013], [0.411, 0.135, 0.418], [0.294, 0.086, 0.227], [0.035, -0.294, -0.044], [0.091, -1.479, -0.159], [-0.558, 1.365, 0.058], [-2.177, -0.774, -0.692], [0.029, 0.103, 0.111], [0.149, 0.325, -0.164], [-0.130, 0.414, 0.145], [-0.075, -0.132, 0.026], [0.300, -0.118, -0.022], [-0.094, 0.950, -1.293], [1.097, -0.354, -0.308], [-0.193, -0.243, 0.333], [0.174, -0.105, 0.580], [1.481, 0.488, -0.686], [-0.933, -1.057, 1.555], [-0.481, -0.100, -0.197], [-0.216, 0.401, -0.355], [-0.205, -0.059, 0.104], [-0.255, 0.046, -0.118], [-0.095, 0.419, -0.209], [0.148, 0.078, -0.301]], "lowdin_charge": [0.620, 1.328, -0.101, -0.422, -0.342, 0.053, 0.068, 0.071, 0.097, 0.099, -0.078, -0.329, -0.408, 0.095, 0.065, 0.078, 0.124, 0.109, -0.071, -0.347, -0.418, 0.083, 0.073, 0.085, 0.119, 0.114, 0.049, -0.397, 0.069, -0.101, -0.136, -0.031, 0.135, 0.135, 0.123, 0.125, 0.128, 0.136]}

=====

Entry 2:
{"formula": "C2H3N", "method": "ωB97M-V with the def2-TZVPD basis set", "homo_ev": -11.69, "relative_energy_ev": 0.1499, "smiles": "CC#N", "gap_ev": 12.47, "total_energy_ha": -132.7462, "lumo_energy_ev": 0.78, "symbols": ["C", "C", "N", "H", "H", "H"], "positions_angstrom": [[-3.37553, -0.93539, 1.34229], [-3.08865, -0.29144, 2.67796], [-2.80205, 0.23595, 3.69138], [-2.51933, -0.69037, 0.71381], [-4.22521, -0.38945, 0.93229], [-3.51015, -2.01682, 1.36436]], "forces_ev_per_a": [[0.488, 1.316, 0.919], [0.753, 0.564, 1.979], [-0.958, -1.568, -3.034], [0.010, -0.160, -0.066], [-0.149, -0.408, -0.088], [-0.143, 0.256, 0.289]], "lowdin_charge": [-0.070, -0.257, 0.105, 0.073, 0.073, 0.076]}